No. 1
DFT (wB97M-V/def2-TZVPD) results for a cluster of 16 separate species, C51H102O45S3 in total in a non-equilibrium geometry.

Cartesian coordinates (Å):
1 C 4.89286 5.30503 29.56748
2 C 3.90385 5.16827 28.36389
3 C 2.74242 4.24761 28.73198
4 S 3.43813 3.03778 29.92987
5 O 3.65946 1.70263 29.37955
6 O 2.72782 3.01798 31.17368
7 C 5.00193 3.87264 30.17571
8 H 4.41318 5.89233 30.41414
9 H 5.87038 5.69897 29.27983
10 H 4.40810 4.76899 27.48138
11 H 3.58870 6.22664 28.10562
12 H 2.26232 3.72106 27.90033
13 H 1.91815 4.71514 29.25199
14 H 5.68308 3.16651 29.67525
15 H 5.31004 3.84635 31.22991
16 C -0.12699 6.25977 32.33626
17 C 1.32709 6.21550 31.78757
18 C 1.46031 7.23237 30.66559
19 S -0.11077 7.03787 29.73306
20 O -0.04018 5.91535 28.83435
21 O -0.49759 8.29156 29.15335
22 C -1.10437 6.65380 31.19302
23 H -0.25701 7.01963 33.09449
24 H -0.36771 5.33879 32.88392
25 H 1.56809 5.18624 31.42648
26 H 2.04771 6.42641 32.56266
27 H 2.29372 7.15758 29.98982
28 H 1.42065 8.24330 31.13367
29 H -1.73802 5.83489 30.85400
30 H -1.64726 7.54600 31.49310
31 C -4.60203 -1.62586 31.67183
32 C -6.07301 -1.90533 32.11329
33 C -6.29717 -1.19031 33.50234
34 S -5.16619 0.21202 33.54561
35 O -4.18999 -0.05009 34.56378
36 O -5.86171 1.43855 33.56023
37 C -4.44684 -0.17466 31.92960
38 H -4.46789 -1.90955 30.59068
39 H -3.84691 -2.23076 32.21583
40 H -6.30368 -2.93313 32.44837
41 H -6.81322 -1.49946 31.39993
42 H -5.86181 -1.77962 34.28260
43 H -7.29673 -0.85264 33.74895
44 H -3.43902 0.13453 32.00900
45 H -4.94699 0.43207 31.16510
46 C 3.66059 -1.16778 28.62252
47 O 4.01779 -2.21898 29.56811
48 C 3.65270 -3.45543 29.13327
49 O 3.38146 -3.73144 28.00008
50 O 3.67637 -4.22821 30.21826
51 C 3.15910 -5.62445 30.05649
52 H 2.64401 -0.82530 28.83254
53 H 3.77863 -1.43359 27.58997
54 H 4.31432 -0.28871 28.85932
55 H 4.01119 -6.26862 29.94635
56 H 2.53910 -5.77292 29.20421
57 H 2.67683 -5.67925 31.00510
58 C -0.54095 -6.61380 23.10386
59 O 0.20365 -5.43950 22.75335
60 C 1.04692 -4.95588 23.68356
61 O 1.22206 -5.30175 24.81796
62 O 1.70076 -3.89538 23.16058
63 C 2.88306 -3.43004 23.82355
64 H -0.39498 -7.43428 22.40447
65 H -1.57374 -6.30818 23.15829
66 H -0.21865 -6.91732 24.13380
67 H 2.54194 -2.63818 24.51491
68 H 3.57433 -3.16607 23.04483
69 H 3.29926 -4.24397 24.44324
70 C 3.47084 2.53333 25.59302
71 O 3.61323 1.29701 24.87397
72 C 4.55355 0.41610 25.29205
73 O 5.37107 0.65020 26.21589
74 O 4.60482 -0.58490 24.43952
75 C 5.64644 -1.60121 24.69772
76 H 2.57276 2.96080 25.21466
77 H 4.31950 3.17408 25.42747
78 H 3.36081 2.34664 26.68432
79 H 5.28615 -2.43409 24.16388
80 H 5.60774 -1.85584 25.78479
81 H 6.63257 -1.25227 24.50791
82 C -0.89373 1.42004 35.51563
83 O -0.40710 1.39563 34.13427
84 C 0.82698 0.76251 33.98869
85 O 1.47396 0.24186 34.83198
86 O 1.16293 0.94261 32.74548
87 C 2.42097 0.36479 32.26455
88 H -0.39511 2.26403 36.01788
89 H -0.59422 0.47936 35.99195
90 H -1.98735 1.36509 35.54084
91 H 3.26292 0.93139 32.72172
92 H 2.36208 0.51688 31.21759
93 H 2.38801 -0.68203 32.41084
94 C -2.34763 3.86692 27.53640
95 O -2.64515 4.36026 28.88042
96 C -3.92158 4.62108 29.13170
97 O -4.82448 4.58068 28.30503
98 O -4.02814 4.94406 30.47601
99 C -5.43496 5.08960 30.95019
100 H -1.35057 4.05777 27.31759
101 H -3.10280 4.24146 26.83794
102 H -2.45771 2.80604 27.62013
103 H -5.76765 6.09343 30.75187
104 H -5.43175 5.01232 32.05501
105 H -6.00760 4.30883 30.45273
106 C -1.19464 -1.17545 30.95800
107 O -0.16123 -1.69374 30.15604
108 C -0.45856 -2.60606 29.20656
109 O -1.57478 -3.10313 29.06647
110 O 0.58731 -2.96954 28.48354
111 C 0.27842 -3.83339 27.31827
112 H -1.66092 -0.31547 30.53620
113 H -0.82894 -1.00780 31.97824
114 H -1.94741 -2.00931 31.03115
115 H -0.13627 -3.24712 26.50294
116 H -0.55558 -4.48105 27.60161
117 H 1.26074 -4.37487 27.11767
118 C -4.94005 2.41760 25.45996
119 O -4.97504 1.53633 26.61079
120 C -4.03153 0.53063 26.69366
121 O -3.13612 0.30639 25.86833
122 O -4.27391 -0.19656 27.80310
123 C -3.33580 -1.32484 27.91109
124 H -3.91686 2.79543 25.26342
125 H -5.49443 3.31563 25.77200
126 H -5.33414 1.91829 24.59421
127 H -3.40672 -1.94338 27.01943
128 H -3.59813 -1.85277 28.83156
129 H -2.33873 -0.91526 28.01637
130 C 0.89091 6.24751 25.76205
131 O 0.80154 4.77975 25.75900
132 C -0.16367 4.29648 25.01236
133 O -1.02224 4.94651 24.48391
134 O -0.01088 2.94779 24.93800
135 C -0.91806 2.34062 24.03055
136 H 1.68329 6.64474 26.42927
137 H -0.03455 6.59060 26.21524
138 H 0.96624 6.55502 24.72696
139 H -0.38678 1.45841 23.69643
140 H -1.26143 3.02205 23.25729
141 H -1.75595 1.90567 24.69389
142 C -2.67801 3.28164 33.21187
143 O -1.96195 3.86093 34.33415
144 C -2.22042 5.17287 34.43507
145 O -2.95295 5.78223 33.75394
146 O -1.63098 5.67517 35.51046
147 C -2.00149 6.93827 36.09031
148 H -2.27877 2.26084 33.14539
149 H -2.54411 3.84444 32.25118
150 H -3.73684 3.32641 33.60443
151 H -2.94022 6.80527 36.56046
152 H -2.09164 7.65035 35.26960
153 H -1.29450 7.21513 36.83523
154 C -1.38768 -6.34325 32.40320
155 O -0.66690 -5.66822 33.46568
156 C -0.87777 -4.34369 33.70350
157 O -1.57432 -3.62634 32.99627
158 O -0.03467 -4.01720 34.66045
159 C -0.08354 -2.64887 35.14829
160 H -1.28571 -5.77423 31.52284
161 H -2.43564 -6.61242 32.57764
162 H -0.87634 -7.28605 32.11987
163 H 0.84684 -2.15150 34.92319
164 H -0.33306 -2.58515 36.22896
165 H -0.83248 -2.14842 34.62902
166 C 2.71356 4.13945 34.14493
167 O 3.08289 4.93610 35.32459
168 C 3.37843 6.19896 35.13755
169 O 3.60225 6.73883 34.06281
170 O 3.62064 6.80248 36.27676
171 C 3.94152 8.20758 36.16749
172 H 1.68099 4.23465 33.88910
173 H 2.88592 3.12187 34.47896
174 H 3.33675 4.34963 33.25100
175 H 3.98406 8.62647 37.19707
176 H 3.11670 8.73018 35.61032
177 H 4.94338 8.37812 35.70787
178 C 1.66883 -0.50452 22.51302
179 O 0.94837 -0.99394 23.69706
180 C -0.20411 -1.63338 23.41559
181 O -0.65617 -1.90834 22.30500
182 O -0.83879 -1.98406 24.52681
183 C -1.96876 -2.82898 24.27105
184 H 1.84942 -1.24866 21.73507
185 H 2.61553 -0.20573 22.90054
186 H 1.10607 0.33720 22.07346
187 H -2.31445 -3.21112 25.24913
188 H -1.69955 -3.65297 23.61509
189 H -2.76521 -2.22749 23.75677
190 C 0.32643 0.20240 26.85186
191 O 0.88704 1.17102 27.78402
192 C -0.03452 1.49405 28.73368
193 O -1.16998 1.03601 28.74212
194 O 0.48978 2.32755 29.58442
195 C -0.42165 2.74479 30.66136
196 H 0.40106 -0.84862 27.21538
197 H 0.76454 0.40214 25.88363
198 H -0.68039 0.44868 26.75676
199 H 0.18516 3.33643 31.26307
200 H -0.78304 1.85899 31.19948
201 H -1.33998 3.22215 30.38255

Properties
orbital gap: 10.6 eV
HOMO: -10.27 eV
LUMO level: 0.0126 hartree

These are the Mulliken partial charges, in e, on atoms 1 to 5: atom 1 (C): -0.429, atom 2 (C): -0.633, atom 3 (C): 1.867, atom 4 (S): 1.485, atom 5 (O): -0.855

No. 2
DFT (wB97M-V/def2-TZVPD) results for a cluster of 8 separate species, C51H110F15N7O14S4 in total in a non-equilibrium geometry.

Cartesian coordinates (Å):
1 C -0.03443 -0.29207 -0.03369
2 O 0.05119 1.16092 0.02903
3 O -0.01207 -0.54471 -1.45257
4 C 1.08228 -0.93514 0.87890
5 F 2.36671 -0.58762 0.60959
6 F 1.00017 -0.74855 2.20473
7 F 1.01270 -2.24148 0.71767
8 C -0.30408 1.76209 1.27855
9 C -0.38445 3.30112 0.92652
10 H 0.63044 3.69217 0.85458
11 H -0.90032 3.51871 -0.00870
12 H -0.73793 3.81312 1.82152
13 H 0.47800 1.65218 2.02980
14 H -1.29079 1.56941 1.69970
15 H -1.04204 -0.45959 0.34679
16 C -4.94715 5.73560 -5.36691
17 C -5.42406 4.34445 -5.09972
18 C -4.38388 3.51616 -4.40459
19 C -4.75247 2.01175 -4.09891
20 N -3.70563 1.30057 -3.20729
21 C -4.02959 -0.20325 -3.02763
22 C -3.01950 -1.04325 -3.82940
23 C -2.29830 -0.09056 -4.72587
24 C -2.29501 1.23302 -3.90369
25 C -3.47250 2.02175 -1.83038
26 C -4.77978 2.36058 -1.00610
27 C -4.46368 2.81071 0.46645
28 H -5.01884 6.41397 -4.51674
29 H -5.56278 6.21274 -6.12943
30 H -3.93864 5.69464 -5.77839
31 H -5.78855 3.97420 -6.05793
32 H -6.30113 4.36006 -4.45274
33 H -4.10745 3.98979 -3.46258
34 H -3.46755 3.59209 -4.98996
35 H -4.77455 1.42764 -5.01893
36 H -5.73376 1.98571 -3.62511
37 H -3.86346 -0.50801 -1.99438
38 H -5.07619 -0.32714 -3.30583
39 H -2.35344 -1.46589 -3.07718
40 H -3.60625 -1.77123 -4.38965
41 H -1.21589 -0.20531 -4.78347
42 H -2.79246 0.08111 -5.68213
43 H -1.54459 1.12671 -3.12032
44 H -2.11766 2.08547 -4.55941
45 H -2.70138 2.77676 -1.98344
46 H -2.95405 1.29280 -1.20753
47 H -5.28356 1.39527 -1.05597
48 H -5.52103 3.04076 -1.42562
49 H -5.36334 2.93114 1.06996
50 H -4.04373 3.81384 0.39236
51 H -3.73099 2.12185 0.88683
52 C 1.53627 -0.37139 5.33136
53 C 2.99175 0.13154 5.60752
54 N 3.32626 1.61953 5.39077
55 C 2.43582 2.42859 6.40531
56 C 4.87132 1.79312 5.62690
57 C 5.27521 1.99233 7.15257
58 C 2.96562 2.04866 3.92887
59 C 3.69956 1.23857 2.82032
60 O 5.04046 1.61413 2.79660
61 C 5.76421 0.61503 1.98334
62 H 1.14392 0.01756 4.39174
63 H 0.88977 0.00526 6.12401
64 H 1.48721 -1.45791 5.40315
65 H 3.65355 -0.46398 4.97864
66 H 3.21457 -0.02264 6.66330
67 H 2.64189 2.04455 7.40438
68 H 1.37308 2.40372 6.16435
69 H 2.85654 3.43383 6.42947
70 H 5.23468 2.62016 5.01692
71 H 5.49070 1.02969 5.15610
72 H 4.64310 2.70719 7.67935
73 H 6.34498 2.19799 7.11505
74 H 5.09418 1.07135 7.70675
75 H 3.27526 3.09327 3.89700
76 H 1.88070 2.03345 3.82493
77 H 3.06081 1.49192 1.97421
78 H 3.52601 0.16413 2.88003
79 H 5.74294 0.77635 0.90555
80 H 5.41758 -0.41771 2.02083
81 H 6.82696 0.65942 2.22142
82 C 0.66074 3.39281 -4.36509
83 C 1.20767 2.33155 -3.26802
84 N 2.53170 2.74380 -2.54468
85 C 2.89996 1.52793 -1.61211
86 C 3.67078 2.93272 -3.57139
87 C 4.02712 1.85125 -4.64012
88 C 2.23606 4.03001 -1.69156
89 C 3.33977 4.60880 -0.73963
90 O 4.55778 4.60071 -1.35404
91 C 5.58871 5.28205 -0.60428
92 H 0.12689 4.21952 -3.89642
93 H -0.01956 2.86223 -5.03126
94 H 1.51740 3.68985 -4.97006
95 H 1.54430 1.46087 -3.83080
96 H 0.46568 2.14234 -2.49229
97 H 3.83126 1.78944 -1.10971
98 H 3.08407 0.60295 -2.15858
99 H 2.20260 1.42200 -0.78111
100 H 4.60799 3.10719 -3.04289
101 H 3.39241 3.86845 -4.05619
102 H 4.67951 2.32589 -5.37307
103 H 3.13947 1.50505 -5.16957
104 H 4.59558 1.06140 -4.14910
105 H 1.33625 3.75947 -1.13907
106 H 1.91167 4.82738 -2.36020
107 H 3.20176 3.99838 0.15280
108 H 3.17646 5.63742 -0.41810
109 H 6.57501 5.03714 -0.99842
110 H 5.60842 4.80796 0.37701
111 H 5.37581 6.34595 -0.49995
112 C -4.12093 -3.82572 -1.67067
113 C -4.28829 -4.71742 -0.38945
114 N -3.51126 -6.04396 -0.30774
115 C -4.08762 -7.00686 -1.38321
116 C -1.98077 -5.86144 -0.50766
117 C -1.29874 -4.78628 0.34004
118 C -3.87863 -6.80259 1.01317
119 C -2.98250 -8.02612 1.34921
120 O -1.81982 -7.64316 2.08055
121 C -1.26844 -8.69274 2.91800
122 H -4.33991 -2.78693 -1.42357
123 H -4.80102 -4.09288 -2.47950
124 H -3.07916 -3.83766 -1.99109
125 H -5.30891 -5.00523 -0.13727
126 H -3.99626 -4.13737 0.48598
127 H -4.18374 -6.46631 -2.32484
128 H -5.06021 -7.43771 -1.14542
129 H -3.28970 -7.74169 -1.49012
130 H -1.82911 -5.59616 -1.55395
131 H -1.48564 -6.79471 -0.23940
132 H -0.22185 -4.78519 0.17147
133 H -1.51867 -4.83320 1.40659
134 H -1.57488 -3.78266 0.01663
135 H -4.93815 -7.03207 0.89979
136 H -3.82967 -5.95711 1.69936
137 H -2.83163 -8.70770 0.51208
138 H -3.63229 -8.56698 2.03721
139 H -1.95688 -8.89030 3.73965
140 H -0.30267 -8.51630 3.39156
141 H -1.09398 -9.62718 2.38463
142 C 0.75297 -2.52872 -5.64401
143 C 1.53231 -1.98017 -4.42053
144 N 1.89973 -3.09556 -3.34892
145 C 0.59362 -3.71463 -2.79621
146 C 2.80747 -4.21780 -4.00685
147 C 4.08678 -3.75660 -4.72834
148 C 2.76469 -2.46771 -2.21362
149 C 3.30463 -3.38734 -1.12070
150 O 2.34399 -4.32419 -0.72316
151 C 2.56043 -5.04318 0.45283
152 H -0.29574 -2.25716 -5.52322
153 H 0.78600 -3.61301 -5.75051
154 H 1.00690 -2.09896 -6.61298
155 H 0.92268 -1.23964 -3.90277
156 H 2.43042 -1.43576 -4.71226
157 H 0.65996 -4.78358 -2.59364
158 H -0.10528 -3.55789 -3.61785
159 H 0.32942 -3.18832 -1.87898
160 H 2.08378 -4.67215 -4.68355
161 H 2.88960 -4.96377 -3.21635
162 H 4.93267 -3.68842 -4.04431
163 H 4.02810 -2.88038 -5.37402
164 H 4.56254 -4.50941 -5.35684
165 H 2.08676 -1.80291 -1.67832
166 H 3.65390 -2.03152 -2.66874
167 H 3.57604 -2.70961 -0.31132
168 H 4.18450 -3.86488 -1.55186
169 H 2.62250 -4.39789 1.32910
170 H 3.37683 -5.76536 0.44589
171 H 1.69687 -5.69253 0.59668
172 C 4.47976 6.33784 5.76934
173 F 3.85898 6.41381 6.90946
174 F 5.32674 7.31843 5.68257
175 F 5.13928 5.15982 5.92167
176 S 3.34135 6.33279 4.21410
177 O 3.01397 7.75788 3.99781
178 O 4.22921 5.74825 3.21311
179 N 2.14182 5.17859 4.68731
180 S 0.85497 5.90902 4.46177
181 O 0.66456 7.04349 5.35498
182 O 0.66494 6.11604 3.01146
183 C -0.50858 4.66626 4.82884
184 F -0.43607 3.59000 4.08580
185 F -0.49355 4.36944 6.10654
186 F -1.67284 5.25556 4.54309
187 C -6.52289 -0.08121 2.41380
188 F -6.79945 -0.13467 1.13002
189 F -5.37202 0.65019 2.63740
190 F -7.53366 0.52789 3.12634
191 S -6.32913 -1.91700 2.99514
192 O -7.54702 -2.19721 3.73262
193 O -6.31092 -2.73554 1.77027
194 N -4.94486 -1.88847 4.05436
195 S -3.85603 -2.31934 3.05253
196 O -3.72552 -3.77863 2.76838
197 O -3.76975 -1.48824 1.84316
198 C -2.18600 -1.87564 4.00853
199 F -1.16766 -2.36354 3.31967
200 F -2.18072 -0.54037 4.11260
201 F -2.18345 -2.35204 5.23711

Properties
orbital gap (alpha / beta): 7.1 / 2.8 eV
multiplicity: 2
HOMO (alpha / beta): -13.35 / -13.35 eV
LUMO level (alpha / beta): -0.2291 / -0.3859 hartree
total charge: +3

These are the Mulliken partial charges, in e, on atoms 1 to 5: atom 1 (C): -0.419, atom 2 (O): 0.784, atom 3 (O): 0.085, atom 4 (C): -0.201, atom 5 (F): -0.034